No. 1
Here is C25H31CrN10O5S2 as an isolated structure at a distorted geometry from OMol25. Energies are from ωB97M-V/def2-TZVPD.

ORCA input file:
```
! RIJCOSX wB97M-V def2-TZVPD def2/J DEFGRID3
* xyz 2 4
Cr -0.6734 -1.0065 0.8532
N -2.6263 3.1507 -5.6961
C -2.6134 2.1216 -4.8316
C -1.5391 1.2004 -4.8276
C -1.4850 0.1983 -3.8971
C -2.5275 0.0694 -2.9685
C -3.6147 0.9597 -2.9625
C -3.6606 1.9596 -3.8940
S -2.3526 -0.9714 -1.6340
O -1.1231 -1.7943 -1.7386
O -3.5252 -1.7270 -1.2830
N -1.8780 -0.0766 -0.3502
C -2.4650 0.6830 0.6163
N -3.4904 1.4929 0.5046
C -3.8038 2.1821 1.6040
C -3.1066 2.0648 2.8086
C -2.0710 1.1650 2.8537
N -1.7531 0.4554 1.7586
H -1.9387 3.2146 -6.4266
H -3.4301 3.7502 -5.7678
H -0.7579 1.2922 -5.5718
H -0.6700 -0.5143 -3.9000
H -4.4104 0.8493 -2.2358
H -4.5041 2.6385 -3.9168
H -4.6466 2.8582 1.5139
H -3.3707 2.6506 3.6764
H -1.4914 1.0044 3.7549
N 0.4125 -3.5194 -0.3189
C 0.0351 -4.6618 0.6048
C 0.8290 -4.5243 1.9006
C 0.3029 -3.4469 2.8587
N 0.5849 -2.0429 2.3706
C -1.1872 -3.6198 3.1292
C -2.0464 -3.7395 1.8708
N -2.2566 -2.3860 1.2650
C -1.4705 -4.7439 0.8622
H 1.2708 -3.7221 -0.8385
H 0.5889 -2.6866 0.2505
H -0.3125 -3.2462 -1.0133
H 0.3419 -5.5622 0.0767
H 1.8923 -4.3698 1.6855
H 0.7660 -5.4752 2.4311
H 0.8328 -3.5826 3.8006
H 1.5927 -1.9457 2.2369
H 0.3835 -1.4232 3.1574
H -1.5524 -2.7861 3.7384
H -1.3162 -4.5200 3.7321
H -3.0187 -4.1258 2.1738
H -2.9044 -1.8834 1.8714
H -2.7875 -2.4859 0.3882
H -2.0255 -4.6981 -0.0809
H -1.6470 -5.7406 1.2687
O 5.9360 5.5866 2.5023
S 6.4749 4.2714 2.2007
O 5.9629 3.1937 3.0249
O 7.8751 4.2001 1.8745
C 5.6192 4.0048 0.6043
N 6.0596 4.6115 -0.5163
C 5.3324 4.4584 -1.6140
C 4.1704 3.6883 -1.6436
C 3.8194 3.0940 -0.4487
N 4.5176 3.2570 0.6686
C 2.6986 2.1819 -0.2310
C 2.0403 1.4575 -1.2327
C 1.1116 0.5143 -0.8805
N 0.7865 0.2527 0.4135
C 1.3891 0.9990 1.3773
C 2.3300 1.9394 1.1035
H 5.6917 4.9636 -2.5036
H 3.5773 3.5912 -2.5461
H 2.2735 1.6028 -2.2787
H 0.6171 -0.0826 -1.6361
H 1.1004 0.7980 2.4042
H 2.8367 2.4834 1.8935
*
```

energy above the lowest of the compared OMol25 structures with the same formula, charge and spin: 40.4 kcal/mol
<S²>: 3.7922
lowest unoccupied orbital energy (alpha / beta): -0.315 / -0.278 Ha
maximum force: 1.1 eV Å⁻¹
highest occupied orbital energy (alpha / beta): -10.53 / -10.53 eV
orbital gap (alpha / beta): 1.9571 / 2.9738 eV

***

No. 2
Here is C25H31F2 as an isolated structure at a distorted geometry from OMol25. Energies are from ωB97M-V/def2-TZVPD.

ORCA input file:
```
! RIJCOSX wB97M-V def2-TZVPD def2/J DEFGRID3
* xyz 1 1
C -4.2016 -1.2531 3.2955
C -3.5613 -0.1191 3.5441
C -4.2004 1.2241 3.2234
C -2.1327 -0.1136 4.1113
C -1.0299 0.0202 3.0374
C 0.3947 -0.0049 3.6231
C 1.4708 0.1944 2.5105
C 2.9527 0.1222 2.8636
C 3.4376 -1.1476 3.5312
C 3.8316 1.1852 2.6017
H -3.7434 -2.2294 3.5001
H -5.2144 -1.2453 2.8736
H -3.5624 2.0548 3.5426
H -4.3745 1.3063 2.1402
H -5.1811 1.3217 3.7099
H -2.0317 0.7271 4.8264
H -1.9749 -1.0652 4.6604
H -1.1488 -0.7991 2.3157
H -1.1747 0.9645 2.4879
H 0.4852 0.7940 4.3684
H 0.5403 -0.9636 4.1460
H 1.2961 -0.6010 1.7515
H 1.2701 1.1680 2.0134
H 2.7192 -1.9620 3.3400
H 4.4288 -1.4639 3.1548
H 3.5122 -1.0350 4.6272
H 4.7252 1.2249 3.2342
H 3.3971 2.1486 2.3123
C 1.6972 -0.2667 -3.4978
C 2.6084 0.1308 -2.3889
C 3.0125 1.4409 -2.2218
F 2.5601 2.3704 -3.1434
C 3.7925 1.9094 -1.1636
C 4.2407 0.9918 -0.1828
C 5.0606 1.3546 0.9866
C 6.0301 2.4628 0.8855
C 6.2915 3.3577 -0.2019
C 7.1348 4.4473 0.0092
F 7.2270 5.4034 -0.9948
C 7.8856 4.6663 1.1504
C 8.7120 5.8939 1.3181
C 7.8044 3.6487 2.1105
C 6.9444 2.5680 1.9643
C 3.9062 -0.3672 -0.3837
C 3.0722 -0.7736 -1.4269
H 1.3874 -1.3005 -3.3535
H 0.8018 0.3607 -3.5044
H 2.1481 -0.2008 -4.4930
H 4.0622 2.9609 -1.1357
H 5.5652 0.4456 1.4383
H 5.9071 3.2030 -1.2119
H 9.3109 5.8062 2.2223
H 9.3966 6.0761 0.4852
H 8.0887 6.7863 1.4260
H 8.4155 3.7545 3.0178
H 6.9928 1.7581 2.7158
H 4.3348 -1.1544 0.2695
H 2.7330 -1.8139 -1.4916
*
```

energy above the lowest of the compared OMol25 structures with the same formula, charge and spin: 43.9 kcal/mol
lowest unoccupied orbital energy: -0.205 Ha
maximum force: 3.4 eV Å⁻¹
highest occupied orbital energy: -11.22 eV
orbital gap: 5.6476 eV

***

No. 3
Here is C25H31GdN3OP2 as an isolated structure at a distorted geometry from OMol25. Energies are from ωB97M-V/def2-TZVPD.

ORCA input file:
```
! RIJCOSX wB97M-V def2-TZVPD def2/J DEFGRID3
* xyz 1 8
C -1.4683 2.9948 -3.5201
C -1.2185 1.7963 -2.8678
C 0.1392 1.3318 -2.8091
C 1.1775 2.2877 -2.8787
C 0.9192 3.5217 -3.5025
C -0.3925 3.8331 -3.8530
C 2.4398 1.8653 -2.2126
C 2.7745 0.4702 -2.6088
C 1.6835 -0.4286 -2.5521
C 1.9567 -1.8243 -2.3375
C 3.2013 -2.3034 -2.7184
C 4.2241 -1.4047 -3.0631
C 4.0391 -0.0256 -2.9631
H -2.4935 3.2805 -3.7496
H 1.7476 4.2189 -3.6724
H -0.5925 4.7494 -4.3950
H 3.2641 2.5625 -2.3749
H 3.3766 -3.3782 -2.7372
H 5.1813 -1.7937 -3.3959
H 4.8638 0.6787 -3.1379
N 0.3856 -0.0156 -2.7288
Gd 0.9855 1.0221 0.5701
C -2.2796 0.9775 -2.1807
H -2.2478 -0.0772 -2.5058
H -3.2815 1.3932 -2.3235
C 0.8806 -2.6727 -1.7132
H -0.0489 -2.6161 -2.3048
H 1.2009 -3.7189 -1.6235
P -1.9186 0.9458 -0.3627
P 0.4460 -2.0342 -0.0209
C 1.6657 -3.0032 0.9553
H 1.4005 -2.9965 2.0194
H 1.7056 -4.0459 0.5866
H 2.6486 -2.5327 0.8413
C -1.0494 -3.0370 0.3197
H -0.8152 -4.1191 0.2806
H -1.4345 -2.7867 1.3167
H -1.8268 -2.8009 -0.4189
C -2.5885 2.5952 0.0943
H -3.6113 2.6928 -0.3031
H -2.5836 2.7163 1.1824
H -1.9517 3.3757 -0.3351
C -3.2680 -0.1085 0.2848
H -3.1439 -0.2341 1.3685
H -4.2463 0.3553 0.0710
H -3.2215 -1.1051 -0.1702
H 2.1639 1.7943 -0.7734
H 2.5580 -0.0246 0.4604
N -1.0498 -1.8233 6.5712
C -0.6741 -1.8991 5.2519
O -0.3772 -2.9415 4.7058
C -0.7002 -0.5907 4.5059
C -1.2540 0.6138 4.9873
C -1.1542 1.7663 4.2179
C -0.5201 1.7148 2.9783
N -0.0114 0.5393 2.4919
C -0.1378 -0.6036 3.2341
H -0.9304 -2.6569 7.1145
H -1.0842 -0.9498 7.0734
H -1.7370 0.6386 5.9622
H -1.5606 2.7187 4.5579
H -0.4119 2.6102 2.3398
H 0.2562 -1.5086 2.7711
*
```

energy above the lowest of the compared OMol25 structures with the same formula, charge and spin: 68.2 kcal/mol
<S²>: 16.3315
lowest unoccupied orbital energy (alpha / beta): -0.155 / -0.144 Ha
maximum force: 4.1 eV Å⁻¹
highest occupied orbital energy (alpha / beta): -8.74 / -9.27 eV
orbital gap (alpha / beta): 4.5333 / 5.3462 eV

***

No. 4
Here is C25H31N10O3Ru as an isolated structure from OMol25. Energies are from ωB97M-V/def2-TZVPD.

ORCA input file:
```
! RIJCOSX wB97M-V def2-TZVPD def2/J DEFGRID3
* xyz 2 6
Ru 0.9085 -0.3378 -0.1921
O -1.6810 2.2822 -1.9997
C -1.1117 1.6974 -1.1194
N -0.9347 0.3255 -0.9827
C -1.6086 -0.6133 -1.7583
O -2.2077 -0.4403 -2.7840
C -1.5128 -1.9853 -1.1272
C -2.3733 -2.9978 -1.4997
C -2.2646 -4.2252 -0.8624
C -1.3000 -4.3945 0.1219
C -0.4649 -3.3347 0.4238
N -0.5678 -2.1532 -0.1936
C -0.5231 2.4325 0.0617
C -0.7992 3.7739 0.2445
C -0.2865 4.4103 1.3620
C 0.4756 3.6761 2.2586
C 0.7102 2.3402 1.9933
N 0.2273 1.7214 0.9115
H -3.1101 -2.8010 -2.2665
H -2.9307 -5.0373 -1.1215
H -1.1982 -5.3298 0.6542
H 0.2957 -3.4185 1.1914
H -1.4187 4.2793 -0.4835
H -0.4899 5.4576 1.5417
H 0.8742 4.1242 3.1579
H 1.2700 1.7439 2.7033
N 0.9339 -2.9207 -7.4459
C 0.9926 -2.5496 -6.3616
C 1.0817 -2.0880 -5.0007
C 1.0335 -0.7330 -4.7078
C 1.1269 -0.3373 -3.3883
N 1.2588 -1.2093 -2.3759
C 1.2814 -2.5187 -2.6705
C 1.2078 -3.0012 -3.9582
H 0.9067 0.0023 -5.4893
H 1.0724 0.7074 -3.1218
H 1.3375 -3.2061 -1.8387
H 1.2326 -4.0645 -4.1501
C 4.1996 -3.6051 2.2313
N 3.6653 -2.4993 1.4289
C 3.3196 -2.8666 0.0735
C 3.2584 -1.3422 1.9860
N 2.2383 -0.6407 1.4851
N 3.8801 -0.9477 3.1179
C 3.2595 0.0327 3.9993
C 5.3212 -1.1252 3.3149
H 3.6506 -4.5104 1.9713
H 4.0527 -3.4098 3.2889
H 5.2575 -3.7764 2.0348
H 4.1606 -3.3858 -0.3881
H 3.1123 -1.9845 -0.5283
H 2.4524 -3.5323 0.0524
H 2.1858 0.2468 1.9695
H 3.4426 1.0608 3.6681
H 3.6934 -0.0779 4.9906
H 2.1894 -0.1503 4.0831
H 5.7687 -1.6152 2.4562
H 5.5306 -1.7101 4.2099
H 5.7826 -0.1427 3.4268
C 5.6969 1.4600 -0.9218
N 4.3085 1.0387 -0.7878
C 3.2530 1.7570 -1.2034
N 3.4691 2.9924 -1.6728
O 2.0709 1.3196 -1.1574
H 6.3351 0.6688 -0.5393
H 5.8920 2.3593 -0.3371
H 5.9661 1.6341 -1.9646
H 4.1064 0.0904 -0.5230
H 4.3880 3.3819 -1.7864
H 2.6769 3.5219 -1.9954
*
```

<S²>: 8.7580
lowest unoccupied orbital energy (alpha / beta): -0.204 / -0.275 Ha
maximum force: 0.4 eV Å⁻¹
highest occupied orbital energy (alpha / beta): -14.00 / -14.66 eV
orbital gap (alpha / beta): 8.4397 / 7.1771 eV

***

No. 5
Here is one molecule with the formula C25H31N3O3 from OMol25. Energies are from ωB97M-V/def2-TZVPD.

ORCA input file:
```
! RIJCOSX wB97M-V def2-TZVPD def2/J DEFGRID3
* xyz 0 1
C -1.2492 -4.2259 -1.3290
H -1.0373 -5.2840 -1.1996
H -2.2313 -4.1187 -1.7812
H -0.5070 -3.8045 -2.0032
C -1.2116 -3.5110 0.0156
H -1.9213 -3.9772 0.7010
C -1.5762 -2.0341 -0.1206
C -1.3673 -1.2622 1.1840
N -1.7209 0.1208 0.9390
C -0.8129 1.0969 1.2579
O 0.0762 0.8721 2.0705
N -0.9524 2.3117 0.6321
C -0.1391 3.4123 1.1377
C 0.7349 4.0662 0.0622
H 1.5768 4.5636 0.5459
H 0.1522 4.8398 -0.4430
C 1.2652 3.1083 -1.0160
C 2.5331 2.3562 -0.5969
O 3.5545 2.4612 -1.2540
N 2.4463 1.5923 0.5014
H 1.5826 1.4693 1.0151
C 3.5479 0.7689 0.9686
C 3.2296 -0.6929 0.7688
C 2.4848 -1.3433 1.7450
C 2.1356 -2.6747 1.6073
C 2.5261 -3.3672 0.4742
C 3.2561 -2.7210 -0.5065
C 3.6191 -1.3846 -0.3809
C 4.4415 -0.7376 -1.4535
H 4.0801 0.2582 -1.6987
H 5.4751 -0.6395 -1.1191
H 4.4360 -1.3446 -2.3557
H 3.5579 -3.2665 -1.3897
H 2.2681 -4.4099 0.3546
H 1.5692 -3.1694 2.3836
H 2.1736 -0.7938 2.6216
H 4.4381 1.0706 0.4161
H 3.6971 0.9685 2.0345
C 0.1742 2.1326 -1.5095
C -1.1619 2.3717 -0.8008
H -1.5685 3.3554 -1.0450
H -1.8873 1.6219 -1.1138
H 0.4858 1.1022 -1.3134
H 0.0350 2.2327 -2.5862
H 1.5930 3.7286 -1.8565
H -0.8193 4.1702 1.5482
H 0.4670 3.0339 1.9628
C -3.0187 0.2827 0.4316
C -3.7839 1.4198 0.6762
C -5.0820 1.5072 0.2138
C -5.6438 0.4482 -0.4820
C -4.9055 -0.6953 -0.7115
C -3.5932 -0.7933 -0.2597
O -2.9373 -1.9573 -0.5167
H -5.3220 -1.5365 -1.2423
H -6.6594 0.5106 -0.8405
H -5.6589 2.3978 0.4084
H -3.3463 2.2317 1.2349
H -0.3257 -1.3058 1.5027
H -2.0067 -1.6845 1.9676
H -0.9535 -1.5712 -0.9040
H -0.2125 -3.5777 0.4464
*
```

energy above the lowest of the compared OMol25 structures with the same formula, charge and spin: 0.4 kcal/mol
SMILES: CC[C@@H]1CN(C(=O)N2CCC(C(=O)NCc3ccccc3C)CC2)c2ccccc2O1
lowest unoccupied orbital energy: 0.026 Ha
maximum force: 0.8 eV Å⁻¹
highest occupied orbital energy: -8.34 eV
orbital gap: 9.0621 eV

***

No. 6
Here is C25H31N3O6PPdS as an isolated structure at a distorted geometry from OMol25. Energies are from ωB97M-V/def2-TZVPD.

ORCA input file:
```
! RIJCOSX wB97M-V def2-TZVPD def2/J DEFGRID3
* xyz 1 1
Pd -0.0557 -0.8754 0.3216
O 3.0967 -3.4605 0.0850
C 2.1307 -2.7567 -0.0589
N 1.4890 -1.9863 0.8877
C 1.8916 -1.9303 2.1982
O 2.8169 -2.4862 2.7345
C 0.9652 -1.0375 2.9891
C 1.1962 -0.8075 4.3316
C 0.3294 0.0124 5.0296
C -0.7548 0.5597 4.3596
C -0.9249 0.2835 3.0176
N -0.0772 -0.4972 2.3331
C 1.4367 -2.6533 -1.3956
C 2.0047 -3.2312 -2.5126
C 1.3190 -3.1742 -3.7131
C 0.0756 -2.5632 -3.7434
C -0.4245 -1.9965 -2.5867
N 0.2452 -2.0289 -1.4293
H 2.0528 -1.2875 4.7844
H 0.4874 0.2161 6.0801
H -1.4701 1.1917 4.8663
H -1.7736 0.6639 2.4743
H 2.9626 -3.7202 -2.4040
H 1.7405 -3.6093 -4.6093
H -0.5073 -2.5221 -4.6523
H -1.3862 -1.5113 -2.5737
C -3.1978 3.5926 0.0119
C -2.1375 2.5996 0.4170
O -2.7326 1.2685 0.4813
P -2.0403 0.0653 -0.3056
O -2.0243 0.4732 -1.8287
C -3.2218 0.8710 -2.5565
C -2.8255 1.8914 -3.5923
O -3.1799 -1.0415 -0.2686
C -3.6145 -1.6251 0.9892
C -5.0402 -1.2227 1.2679
H -2.8009 4.6051 0.0902
H -4.0636 3.5125 0.6687
H -3.5245 3.4309 -1.0135
H -1.7507 2.8278 1.4099
H -1.3009 2.5826 -0.2863
H -3.9601 1.2548 -1.8513
H -3.6287 -0.0299 -3.0158
H -2.4863 2.8184 -3.1314
H -3.6782 2.1159 -4.2333
H -2.0174 1.5063 -4.2132
H -2.9454 -1.3045 1.7923
H -3.5056 -2.7018 0.8726
H -5.1299 -0.1379 1.3218
H -5.3632 -1.6457 2.2196
H -5.7039 -1.5893 0.4859
C 2.4220 3.3196 -0.5935
S 1.7350 1.8093 0.0862
O 0.8648 1.2485 -1.0116
C 3.2456 0.8602 0.0912
C 3.9690 0.7532 1.2670
C 5.1355 -0.0011 1.2723
C 5.5543 -0.6333 0.1123
C 4.8174 -0.5136 -1.0606
C 3.6525 0.2358 -1.0792
H 2.8784 3.0738 -1.5510
H 3.1612 3.7216 0.0981
H 1.6041 4.0254 -0.7281
H 3.6207 1.2365 2.1734
H 5.7009 -0.1138 2.1871
H 6.4504 -1.2383 0.1242
H 5.1480 -1.0172 -1.9597
H 3.0473 0.3235 -1.9739
*
```

energy above the lowest of the compared OMol25 structures with the same formula, charge and spin: 0.0 kcal/mol
lowest unoccupied orbital energy: -0.108 Ha
maximum force: 1.4 eV Å⁻¹
highest occupied orbital energy: -11.44 eV
orbital gap: 8.4916 eV

***

No. 7
Here is one molecule with the formula C25H31NO4 from OMol25. Energies are from ωB97M-V/def2-TZVPD.

ORCA input file:
```
! RIJCOSX wB97M-V def2-TZVPD def2/J DEFGRID3
* xyz 0 1
C -3.0018 -2.7856 0.2198
H -3.8411 -2.2088 0.6022
O -1.9782 -1.8512 -0.0201
C -0.7586 -2.3069 -0.4122
C -0.4444 -3.6383 -0.6627
C 0.8422 -3.9709 -1.0547
C 1.8193 -3.0035 -1.1823
C 1.5239 -1.6653 -0.9217
C 0.2286 -1.3309 -0.5573
H -0.0523 -0.3071 -0.3727
C 2.5951 -0.6182 -1.0306
H 2.1700 0.2946 -1.4490
H 3.3712 -0.9849 -1.7058
C 3.2612 -0.2338 0.3150
C 2.3950 0.7923 1.0556
N 2.2681 2.0141 0.2835
C 3.5557 2.6623 0.1401
C 4.4877 1.7548 -0.6569
C 4.6312 0.4088 0.0449
H 5.2519 -0.2652 -0.5492
H 5.1377 0.5678 1.0005
H 4.0786 1.6157 -1.6574
H 5.4658 2.2297 -0.7523
H 3.4160 3.6053 -0.3950
H 4.0118 2.8876 1.1223
C 1.2235 2.8789 0.8173
C -0.1110 2.4358 0.2960
C -1.0726 1.8841 1.0370
C -2.3280 1.4895 0.4226
C -3.2944 0.7583 1.0918
C -4.5081 0.4519 0.4824
C -4.7587 0.9081 -0.8047
C -3.7945 1.6383 -1.4826
C -2.5758 1.9181 -0.8904
O -1.6730 2.6689 -1.5874
C -0.3165 2.5711 -1.1902
H 0.1515 1.7123 -1.7036
H 0.1626 3.4811 -1.5635
H -3.9839 1.9953 -2.4826
H -5.6938 0.7010 -1.3002
O -5.3789 -0.2994 1.2307
C -6.6453 -0.5836 0.6916
H -7.1691 -1.1573 1.4550
H -6.5710 -1.1833 -0.2222
H -7.2075 0.3315 0.4791
H -3.1144 0.4113 2.0970
H -0.9600 1.7425 2.1018
H 1.2165 2.8849 1.9195
H 1.4140 3.9003 0.4735
H 1.3995 0.3813 1.2242
H 2.8467 0.9892 2.0450
C 3.4800 -1.4673 1.2188
O 2.3411 -1.9090 1.9089
H 1.6726 -2.1708 1.2632
H 4.1982 -1.2154 2.0044
H 3.9099 -2.2814 0.6174
H 2.8151 -3.2841 -1.4923
H 1.0787 -5.0041 -1.2624
H -1.1861 -4.4152 -0.5692
H -3.2990 -3.3010 -0.6999
H -2.7027 -3.5247 0.9700
*
```

energy above the lowest of the compared OMol25 structures with the same formula, charge and spin: 49.1 kcal/mol
SMILES: COc1cccc(C[C@@]2(CO)CCCN(CC3=Cc4cc(OC)ccc4OC3)C2)c1
lowest unoccupied orbital energy: 0.029 Ha
maximum force: 0.5 eV Å⁻¹
highest occupied orbital energy: -7.67 eV
orbital gap: 8.4547 eV